# 1
Molecular formula: C35H55N4O3P2PdSi
Method: DFT, ωB97M-V with the def2-TZVPD basis set

Output
LUMO (spin up / spin down), eV: -2.50 / -5.55
HOMO energy (spin up / spin down), eV: -10.0 / -9.8
2S+1: 5
Total charge: +1
HOMO-LUMO gap (spin up / spin down), eV: 7.487 / 4.236

Structure (XYZ):
```
101
Properties=species:S:1:pos:R:3:mulliken_charge:R:1
Pd 9.574 11.761 10.565 -0.973
P 8.887 13.771 11.796 1.482
P 9.473 9.270 10.766 1.824
Si 6.107 10.957 7.597 1.166
O 5.899 8.504 5.996 -0.524
O 7.380 9.749 7.169 -0.329
O 8.122 7.917 6.052 -0.625
N 7.062 8.587 6.371 0.826
N 9.848 12.191 8.626 1.942
N 7.521 11.783 8.402 0.292
N 10.278 11.558 12.527 1.133
C 12.702 14.848 13.098 0.759
C 9.931 7.915 13.093 -0.509
C 6.213 13.548 12.753 -0.988
C 7.707 8.848 10.483 2.212
C 11.344 12.337 6.877 -0.818
C 8.602 15.291 10.832 0.012
C 6.841 9.555 11.532 -1.688
C 9.857 9.169 12.518 -0.692
C 5.244 12.616 8.299 -1.573
C 8.729 12.032 7.844 -0.012
C 10.335 8.937 15.232 -1.004
C 10.498 6.383 14.993 -1.551
C 12.300 12.535 9.206 -0.898
C 7.187 7.406 10.282 -1.410
C 10.168 7.769 14.453 0.391
C 10.487 13.912 12.568 -0.835
C 10.242 12.378 5.953 -0.878
C 9.578 15.537 9.724 -1.630
C 5.521 11.364 5.777 -1.373
C 7.210 15.351 10.169 -1.273
C 10.994 12.623 12.925 0.656
C 10.596 8.623 8.209 -0.375
C 11.712 7.395 10.213 -1.536
C 8.964 12.250 6.442 -0.987
C 10.347 10.233 14.649 -0.454
C 8.085 13.803 14.583 -1.405
C 12.283 12.528 13.597 -0.478
C 11.349 14.997 12.633 -0.897
C 10.230 10.356 13.233 -0.085
C 13.098 13.636 13.691 -0.996
C 11.114 12.306 8.266 0.320
C 7.598 14.116 13.173 0.393
C 13.592 16.063 13.147 -1.575
C 10.417 8.051 9.699 0.161
C 4.793 9.844 8.332 -1.003
H 10.385 6.372 16.074 0.423
H 14.448 15.913 13.781 0.414
H 4.148 12.669 8.011 0.432
H 10.654 15.366 9.914 0.187
H 7.114 14.661 9.307 0.153
H 6.950 10.649 11.412 0.218
H 5.412 14.301 12.822 0.309
H 9.996 6.983 12.540 0.440
H 4.511 10.184 9.351 0.294
H 13.059 16.899 13.582 0.377
H 3.915 9.958 7.645 0.346
H 12.431 12.266 6.572 0.294
H 7.065 16.350 9.798 0.522
H 7.405 15.195 13.130 0.646
H 7.537 9.353 9.507 -1.793
H 8.610 15.998 11.688 0.777
H 5.721 13.547 8.070 0.365
H 10.403 12.485 4.895 0.480
H 9.840 5.632 14.618 0.423
H 8.220 11.907 5.773 0.339
H 6.214 7.431 9.808 0.423
H 4.548 11.936 5.817 0.321
H 9.126 14.060 14.693 0.229
H 9.339 14.928 8.877 0.188
H 7.995 6.895 9.769 0.380
H 12.280 13.574 9.556 0.027
H 7.468 14.360 15.298 0.505
H 7.982 12.696 14.733 0.291
H 9.398 16.558 9.396 0.593
H 9.721 7.189 9.605 0.002
H 6.261 11.997 5.288 0.404
H 12.436 8.173 10.597 0.228
H 5.464 10.456 5.138 0.352
H 6.558 15.044 11.018 0.240
H 5.783 9.365 11.343 0.561
H 9.684 8.568 7.577 -0.154
H 7.141 9.327 12.591 0.252
H 14.075 13.629 14.212 0.364
H 10.559 8.883 16.303 0.361
H 10.978 15.958 12.441 0.621
H 11.540 6.125 14.727 0.315
H 5.295 12.421 9.375 0.205
H 5.078 8.785 8.434 0.176
H 11.519 6.694 11.016 0.311
H 14.000 16.418 12.222 0.321
H 10.625 11.045 15.287 0.672
H 11.009 9.659 8.289 -0.168
H 13.164 12.330 8.535 0.576
H 11.368 7.947 7.752 0.664
H 12.645 11.553 13.954 0.530
H 12.236 11.907 10.091 0.080
H 5.960 12.725 13.451 0.320
H 7.136 6.964 11.297 0.394
H 6.343 13.107 11.746 0.049
H 12.077 6.792 9.358 0.527
```

---

# 2
Molecular formula: C35H55N7Ta
Method: DFT, ωB97M-V with the def2-TZVPD basis set

Output
LUMO, eV: -3.19
HOMO energy, eV: -10.5
Total charge: +1
HOMO-LUMO gap, eV: 7.312

Structure (XYZ):
```
98
Properties=species:S:1:pos:R:3:mulliken_charge:R:1
Ta 0.056 -0.168 0.079 -0.788
N -1.749 -0.952 -0.172 1.767
N -0.507 1.025 -2.791 -0.005
N -0.757 1.432 0.910 1.468
N -0.045 1.256 -3.944 -1.046
N 1.155 0.640 -4.039 0.844
N 0.371 0.251 -2.096 0.394
N 1.549 -1.090 0.391 -0.058
C -2.056 -2.237 2.462 2.825
C -2.280 -2.306 -0.094 -0.560
C 0.434 3.772 -1.001 -1.451
C -0.817 0.600 4.776 -1.258
C 0.293 4.465 3.724 -1.538
C -3.149 -4.305 -1.117 -1.232
C 2.999 1.856 -5.209 0.828
C -1.702 1.290 3.728 2.842
C -3.032 -1.193 -2.984 -1.444
C -0.596 3.465 4.052 -0.840
C -3.234 -2.145 3.432 -1.477
C -3.360 -4.880 0.120 -1.579
C 1.407 0.039 -2.893 -0.777
C 2.334 3.226 -5.275 -1.356
C -3.050 1.699 4.322 -1.745
C 3.926 1.729 -4.003 -1.067
C -2.610 -3.029 -1.255 0.759
C -2.477 -2.890 1.168 0.605
C -0.921 -2.662 -3.057 -1.144
C 0.883 4.435 2.477 -1.435
C 0.557 3.472 1.525 0.997
C 3.365 -1.346 1.976 -1.464
C 1.325 3.588 0.219 0.598
C -2.152 1.284 0.611 -1.080
C -2.399 -2.549 -2.680 0.679
C -2.642 0.116 0.145 -0.361
C 2.780 -1.813 0.642 1.659
C -0.869 -2.978 3.086 -1.414
C -0.384 2.473 1.855 -0.627
C -0.923 2.453 3.154 0.707
C 1.970 0.728 -5.258 -1.265
C 3.756 -1.505 -0.495 -1.592
C 2.321 2.443 0.051 -1.838
C -3.014 -4.170 1.252 -0.623
C 2.481 -3.311 0.685 -1.497
H -2.935 -0.960 -4.046 0.436
H -2.922 -3.271 -3.312 0.546
H 2.449 -0.243 -5.385 0.419
H 2.269 -0.563 -2.669 0.669
H 1.905 4.509 0.302 0.636
H -4.041 -1.542 3.014 0.373
H 0.538 5.245 4.431 0.411
H 2.656 -1.532 2.783 0.308
H 4.738 2.451 -4.076 0.483
H 3.399 1.935 -3.066 -0.048
H 3.395 -3.880 0.858 0.442
H -2.930 -1.700 4.376 0.376
H 1.258 0.873 -6.068 0.401
H -3.697 2.145 3.565 0.395
H 4.376 0.735 -3.935 0.339
H 1.759 3.347 -6.194 0.388
H 1.655 3.382 -4.436 0.156
H 1.034 3.758 -1.916 0.291
H -0.061 -3.109 2.361 0.094
H 3.037 2.653 -0.747 0.388
H -3.639 -3.131 3.657 0.384
H -3.415 -4.852 -2.013 0.422
H -0.758 -2.380 -4.100 0.414
H -1.725 -1.216 2.255 -1.837
H -3.789 -5.869 0.199 0.394
H -0.094 4.724 -0.959 0.415
H 2.873 2.249 0.970 0.383
H 3.920 -0.428 -0.582 0.296
H 3.085 4.014 -5.241 0.423
H -1.910 0.571 2.942 -1.259
H 1.595 5.204 2.207 0.398
H 3.599 1.714 -6.112 0.295
H -2.935 2.425 5.128 0.310
H 0.153 0.328 4.352 0.237
H -1.163 -3.969 3.434 0.402
H -0.315 2.999 -1.055 0.193
H -0.575 -3.688 -2.926 0.436
H -4.096 -1.217 -2.747 0.374
H 2.040 -3.640 -0.258 0.328
H -2.807 2.107 0.863 0.518
H 1.828 1.498 -0.233 0.679
H 3.365 -1.887 -1.442 0.369
H 1.779 -3.535 1.488 0.265
H 3.585 -0.278 1.947 0.278
H -0.631 1.259 5.625 0.441
H -0.301 -2.032 -2.423 -0.008
H -2.589 -0.382 -2.417 0.166
H -3.560 0.829 4.735 0.434
H -0.478 -2.424 3.941 0.375
H -1.287 -0.302 5.161 0.347
H 4.718 -1.985 -0.316 0.522
H -1.019 3.439 5.047 0.344
H -3.157 -4.621 2.225 0.381
H 4.288 -1.882 2.199 0.420
H -3.705 -0.087 0.129 0.544
```

---

# 3
Molecular formula: C35H56N4O11
Method: DFT, ωB97M-V with the def2-TZVPD basis set

Output
LUMO (spin up / spin down), eV: -3.69 / -7.55
HOMO energy (spin up / spin down), eV: -9.8 / -9.8
2S+1: 2
Total charge: +1
HOMO-LUMO gap (spin up / spin down), eV: 6.104 / 2.242

Structure (XYZ):
```
106
Properties=species:S:1:pos:R:3:mulliken_charge:R:1
O 0.306 -6.146 -0.374 -0.391
O -1.527 5.442 1.156 -0.355
O 1.269 -4.115 -0.343 -0.691
O 0.108 3.679 -2.625 -0.336
O -2.081 -2.837 2.787 -0.385
O 5.034 -3.360 2.608 -0.377
O 3.024 -3.825 3.592 -0.655
O 1.408 -1.552 -3.953 -0.496
O -1.092 6.979 2.658 -0.638
O -2.150 3.378 -2.270 -0.544
O -4.699 3.306 -0.510 -0.517
N 0.176 -1.428 -0.424 0.786
N 4.245 1.930 -4.260 0.110
N -7.269 -2.529 -1.411 0.011
N 1.751 2.449 3.402 0.146
C 0.469 2.272 -4.387 -0.675
C 0.804 -0.262 -0.851 -1.594
C 0.805 -5.081 0.265 0.369
C 1.851 3.783 3.565 -0.963
C 2.082 -2.584 -3.369 -0.319
C -7.107 -2.179 -0.065 -0.742
C -0.981 -1.056 0.181 -1.002
C -0.909 1.897 -3.801 -0.243
C 3.298 -1.871 2.187 0.429
C 5.106 2.943 -2.458 -0.616
C -1.092 3.053 -2.805 0.349
C -1.911 4.119 1.041 0.583
C 4.416 1.842 -1.975 -0.064
C 4.905 3.044 -3.832 -0.482
C 0.439 -5.183 1.705 0.475
C 4.413 -1.639 1.169 0.053
C 3.898 1.182 -3.171 -0.577
C 2.124 4.327 2.268 -0.818
C -0.035 0.807 -0.350 0.816
C 2.292 3.224 1.349 -0.170
C -1.644 4.739 3.412 -0.402
C 5.642 -2.339 1.828 -0.498
C -1.141 0.301 0.271 -0.084
C -1.345 5.840 2.363 0.474
C -5.150 -1.808 -1.058 0.016
C -4.937 1.955 -0.385 -0.438
C -0.179 -7.130 0.546 -0.452
C -1.761 3.517 2.422 -0.140
C 0.251 -6.655 1.950 -0.700
C -3.000 -1.870 3.215 -0.506
C 3.717 -3.092 2.869 0.353
C 1.948 2.141 2.114 -0.583
C -5.808 -1.785 0.212 -0.177
C -6.002 -2.317 -2.012 -0.932
C 1.171 2.992 -3.229 0.718
H 1.010 1.498 -4.931 0.326
H -4.103 -1.543 -1.087 0.441
H -5.878 1.741 0.120 0.408
H 0.566 -2.359 -0.440 0.225
H 5.704 3.645 -1.895 0.477
H -2.196 -3.643 3.295 0.260
H -2.029 0.817 0.605 0.022
H -2.928 4.052 0.654 0.111
H -0.885 1.008 -3.171 0.019
H 1.749 4.251 4.533 0.545
H -0.517 -4.694 1.895 -0.057
H 0.469 -1.749 -3.908 0.335
H 3.290 0.302 -3.324 0.602
H 1.788 -0.274 -1.296 -0.037
H 2.975 -2.816 -3.950 0.291
H -0.514 -6.974 2.658 0.340
H 1.217 -4.820 2.375 0.042
H 1.364 -3.401 -3.307 0.367
H 6.139 -1.681 2.541 0.282
H 2.579 3.253 0.308 0.630
H 1.684 2.361 -2.503 -0.548
H 2.312 5.374 2.079 0.444
H -1.747 -1.695 0.595 0.405
H 1.979 1.122 1.757 0.551
H 6.334 -2.732 1.083 0.352
H -2.657 -1.435 4.154 0.312
H -4.122 1.435 0.118 -0.056
H -5.933 -2.432 -3.084 0.354
H 0.237 2.972 -5.189 0.340
H -1.682 1.779 -4.561 0.447
H -1.264 3.628 0.315 -0.386
H 3.899 1.779 -5.197 0.310
H -7.930 -2.332 0.618 0.390
H 2.003 3.601 -3.581 0.222
H 2.423 -2.235 -2.394 -0.162
H 2.356 -2.092 1.684 -0.198
H -0.783 4.663 4.076 0.169
H -3.974 3.419 -1.129 0.359
H 3.206 -1.062 2.913 0.228
H 1.617 1.779 4.147 0.225
H 4.631 -0.571 1.155 0.074
H -5.477 -1.457 1.187 0.428
H -4.838 1.386 -1.309 0.350
H -2.590 4.904 3.928 0.283
H -1.250 -7.288 0.419 0.326
H 0.391 -8.025 0.292 0.297
H 1.207 -7.097 2.231 0.295
H -0.890 2.863 2.399 -0.172
H -8.110 -2.831 -1.882 0.199
H 0.092 1.877 -0.423 0.427
H -2.634 2.901 2.642 0.468
H 4.196 1.671 -0.932 0.735
H -4.040 -2.180 3.316 0.349
H 4.148 -1.898 0.144 -0.018
H 5.345 3.733 -4.537 0.451
H -3.074 -0.991 2.575 -0.003
```

---

# 4
Molecular formula: C35H56N6O4PS2SbW
Method: DFT, ωB97M-V with the def2-TZVPD basis set

Output
LUMO (spin up / spin down), eV: -9.51 / -9.52
HOMO energy (spin up / spin down), eV: -15.5 / -15.5
2S+1: 2
Total charge: +3
HOMO-LUMO gap (spin up / spin down), eV: 6.032 / 6.026

Structure (XYZ):
```
106
Properties=species:S:1:pos:R:3:mulliken_charge:R:1
W -0.745 -0.148 -1.097 -0.219
Sb 2.310 0.356 1.553 0.088
S -3.183 0.151 -1.086 -0.444
S 0.682 -1.146 0.553 -0.632
P -2.853 -0.871 0.697 0.101
O -2.487 -2.307 -0.011 0.536
O -0.857 1.372 0.225 2.163
O -4.212 -1.015 1.482 -0.419
O -1.397 -0.667 -3.061 -0.624
N -0.552 1.711 -2.061 1.165
N 0.449 -4.305 -1.184 -0.070
N -0.537 -2.477 -2.152 0.351
N 1.100 -0.148 -2.401 1.417
N -1.251 2.760 -1.513 -1.438
N -1.788 -2.633 -4.149 0.230
C 2.884 -0.270 -4.529 -0.968
C 1.939 0.750 -4.466 -0.891
C 2.957 -2.131 3.161 -1.573
C 2.267 1.232 4.452 -1.622
C -2.472 -3.537 0.769 -0.186
C -2.582 2.844 1.885 0.250
C -2.609 -1.955 -5.170 -0.842
C -3.402 3.603 2.700 -1.599
C -1.252 -1.932 -3.132 0.088
C 0.088 0.309 3.588 -1.608
C -0.815 -4.595 -3.218 -1.349
C 1.284 1.208 3.278 2.109
C -1.415 2.482 -0.252 -0.082
C -1.552 -3.980 -4.172 -0.255
C -3.865 4.835 2.254 -0.473
C 1.069 0.780 -3.394 0.463
C 2.926 -1.207 -3.511 -1.336
C -2.705 4.553 0.169 -0.655
C 4.947 -0.650 2.764 -1.632
C -6.557 -1.286 1.940 -1.364
C 2.250 2.833 -0.255 -2.188
C 3.671 -1.229 2.151 1.570
C 0.813 2.631 2.986 -1.643
C -3.517 5.309 0.994 -0.884
C 3.285 1.895 0.358 1.738
C -0.296 -3.795 -2.159 0.552
C 4.143 2.644 1.386 -1.425
C -2.232 3.318 0.617 0.342
C 4.034 -2.060 0.915 -1.437
C 2.015 -1.124 -2.469 -0.510
C 0.091 3.100 -3.987 -1.768
C -3.775 -4.285 0.627 -1.207
C 0.124 1.878 -3.152 0.941
C 4.169 1.297 -0.729 -1.536
C -5.552 -0.968 0.870 -0.164
H -2.254 -3.298 1.814 0.387
H 2.784 3.577 -0.853 0.629
H -0.238 2.835 -4.996 0.417
H 3.169 -2.584 0.503 0.123
H -2.438 4.913 -0.814 0.532
H 4.759 -2.818 1.219 0.585
H 3.159 1.828 4.253 0.356
H -4.589 -3.771 1.136 0.169
H -6.457 -2.312 2.291 0.324
H 1.562 2.304 -0.916 0.392
H 4.644 3.459 0.857 0.570
H -2.224 1.878 2.219 0.590
H 0.641 -5.293 -1.137 0.266
H 0.184 2.698 2.101 0.044
H -4.506 5.431 2.890 0.468
H -4.036 -4.401 -0.425 0.277
H 3.589 0.784 -1.499 0.154
H 0.388 -0.706 3.856 0.226
H -5.563 -1.691 0.053 0.338
H 1.090 3.532 -4.074 0.396
H -3.681 -5.277 1.067 0.447
H 1.755 1.705 5.293 0.554
H 1.668 3.370 0.492 0.282
H 5.573 -0.155 2.021 0.362
H 1.638 3.339 2.898 0.343
H 2.836 -1.662 4.136 0.302
H 1.889 1.508 -5.234 0.653
H -1.638 -4.120 0.382 0.286
H 4.925 2.025 1.829 0.280
H -3.054 -2.719 -5.800 0.378
H 3.656 -2.004 -3.503 0.628
H 4.761 0.038 3.589 0.330
H -6.444 -0.612 2.788 0.319
H -0.644 -5.660 -3.263 0.543
H -1.981 -1.299 -5.768 0.297
H 0.211 2.959 3.837 0.614
H 3.579 -0.318 -5.356 0.549
H 5.530 -1.482 3.165 0.546
H -5.680 0.036 0.464 0.414
H 3.579 -3.017 3.309 0.561
H 0.729 -3.717 -0.411 0.032
H 2.020 -1.834 -1.656 0.591
H -0.589 3.837 -3.573 0.421
H -0.618 0.255 2.756 0.150
H 4.924 0.616 -0.337 0.344
H 1.979 -2.477 2.820 0.193
H -7.562 -1.159 1.539 0.419
H -0.432 0.733 4.450 0.603
H 2.570 0.240 4.782 0.303
H -3.685 3.240 3.678 0.495
H 4.705 2.118 -1.214 0.563
H 3.553 3.103 2.178 0.368
H -3.387 -1.382 -4.674 0.311
H -3.884 6.267 0.656 0.458
H 4.496 -1.472 0.122 0.286
H -1.996 -4.516 -5.000 0.475
```

---

no.,strongest force on any atom (hartree/bohr)
1,0.0954
2,0.0611
3,0.0772
4,0.0169